(1)
21
Properties=species:S:1:pos:R:3:mulliken_charge:R:1 method="wB97M-V/def2-TZVPD" total_charge=+1 e_lumo_ha="-0.181 / -0.209" max_force_ev_per_a=5.183 e_above_lowest_ev=6.963 homo_lumo_gap_ha="0.2874 / 0.1884"
H -1.675 -0.613 -0.067 0.27
C -2.124 0.374 0.130 -0.87
C -3.612 0.235 0.459 -0.47
H -1.954 1.202 -0.576 0.28
H -1.619 0.711 1.054 0.38
H -3.643 0.996 1.264 0.34
H -4.680 0.215 0.711 0.48
O -4.592 0.072 -1.538 -0.63
C -5.081 1.129 -2.319 -0.19
C -5.428 0.626 -3.709 -0.40
O -6.185 -0.586 -3.556 -0.38
C -6.785 -1.062 -4.756 -0.68
H -4.318 1.919 -2.417 0.31
H -5.986 1.550 -1.844 0.29
H -4.524 0.398 -4.296 0.33
H -6.033 1.365 -4.254 0.37
H -7.303 -1.998 -4.520 0.26
H -7.511 -0.324 -5.121 0.26
H -6.014 -1.240 -5.519 0.32
H -4.007 -1.141 0.154 0.20
Cd -5.458 -1.597 -1.984 0.55

=====

(2)
49
Properties=species:S:1:pos:R:3:mulliken_charge:R:1 method="wB97M-V/def2-TZVPD" e_lumo_ha=0.008 max_force_ev_per_a=2.563 e_above_lowest_ev=0.000 homo_lumo_gap_ha=0.3481
C -1.544 -2.004 1.304 -0.62
C -0.214 -2.690 0.946 -0.69
N 0.409 -2.090 -0.263 0.05
C 1.318 -1.015 0.197 -0.29
C 1.861 -0.059 -0.910 -1.55
C 0.955 1.185 -1.074 2.10
C 1.778 2.386 -1.484 -1.92
C -0.173 0.810 -2.093 -1.30
H -2.226 -2.011 0.458 0.20
H -2.127 -2.410 2.119 0.46
H -1.289 -0.983 1.685 -0.03
H 0.576 -2.871 1.671 0.42
H -0.452 -3.706 0.617 0.27
H -0.284 -1.704 -0.892 0.00
H 2.214 -1.429 0.665 0.44
H 0.787 -0.341 0.896 0.11
H 2.816 0.302 -0.562 0.45
H 2.051 -0.536 -1.870 0.42
H 0.487 1.402 -0.126 -0.36
H 2.525 2.637 -0.755 0.36
H 1.240 3.321 -1.596 0.42
H 2.387 2.377 -2.398 0.36
H -1.106 0.735 -1.510 0.29
H 0.081 -0.110 -2.604 0.15
H -0.380 1.512 -2.885 0.44
O 4.066 0.127 2.205 -0.64
H 3.594 0.940 2.001 0.30
H 3.361 -0.508 2.332 0.31
O 1.806 3.602 2.209 -0.66
H 1.795 2.624 2.214 0.37
H 2.370 3.806 1.453 0.35
O -2.127 -1.981 -2.866 -0.60
H -1.635 -2.633 -2.328 0.39
H -1.526 -1.639 -3.535 0.27
O 1.752 0.971 2.877 -0.56
H 1.710 1.254 3.807 0.24
H 0.828 0.681 2.783 0.20
O -0.905 1.443 2.081 -0.56
H -0.527 2.336 2.123 0.31
H -1.685 1.626 1.535 0.17
O -3.297 2.268 0.191 -0.61
H -3.393 2.515 -0.732 0.30
H -4.085 2.262 0.732 0.29
O -0.236 -3.696 -2.128 -0.78
H 0.608 -3.373 -1.775 0.44
H -0.586 -4.238 -1.412 0.31
O -4.446 0.014 -1.787 -0.64
H -4.189 -0.852 -2.132 0.31
H -3.974 0.119 -0.956 0.31

=====

(3)
9
Properties=species:S:1:pos:R:3:mulliken_charge:R:1 method="wB97M-V/def2-TZVPD" e_lumo_ha=0.033 max_force_ev_per_a=0.351 e_above_lowest_ev=1.280 homo_lumo_gap_ha=0.3702
O -1.462 -0.228 -1.428 -0.51
C -0.512 0.053 -0.519 0.45
C -0.131 -0.686 0.570 -0.41
N 0.911 0.037 1.064 0.23
N 1.155 1.124 0.338 -0.54
N 0.271 1.154 -0.615 -0.24
H -1.350 0.417 -2.142 0.37
H -0.505 -1.585 1.033 0.40
H 1.624 -0.285 1.698 0.25

=====

(4)
10
Properties=species:S:1:pos:R:3:mulliken_charge:R:1 method="wB97M-V/def2-TZVPD" e_lumo_ha=0.032 max_force_ev_per_a=4.838 e_above_lowest_ev=4.034 homo_lumo_gap_ha=0.3581
C 0.281 -0.409 -0.350 -0.75
N -0.967 -0.280 0.381 0.14
N -1.914 -1.193 -0.014 -0.27
N -2.997 -0.573 -0.336 0.02
O -2.881 0.758 -0.149 -0.14
N -1.515 1.062 0.222 -0.24
H 0.672 -1.363 -0.439 0.35
H 0.146 -0.099 -1.416 0.29
H 0.982 0.087 0.128 0.35
H -1.730 1.474 1.097 0.25

=====

(5)
116
Properties=species:S:1:pos:R:3:mulliken_charge:R:1 method="wB97M-V/def2-TZVPD" total_charge=+5 spin_multiplicity=2 s_squared=0.75 e_lumo_ha="-0.411 / -0.461" max_force_ev_per_a=4.060 homo_lumo_gap_ha="0.1668 / 0.1166"
C 1.550 -1.575 1.823 -0.91
N 1.556 -0.146 1.402 0.36
C 1.953 0.815 2.257 -0.55
C 2.034 2.120 1.842 -0.92
C 1.696 2.467 0.509 1.10
C 1.056 1.544 -0.304 0.26
C 1.131 0.203 0.154 -1.09
C 1.954 3.883 0.051 0.59
C 1.053 4.503 -0.817 -0.31
C 1.209 5.764 -1.339 -0.64
N 2.177 6.498 -0.801 0.17
C 3.104 5.938 0.054 -0.62
C 3.083 4.592 0.343 -0.62
C 2.287 7.945 -1.145 -0.89
H 1.088 -1.536 2.809 0.38
H 2.531 -2.014 1.640 0.31
H 0.760 -2.113 1.300 0.27
H 2.208 0.480 3.251 0.65
H 2.130 2.675 2.764 0.27
H 0.676 1.793 -1.284 0.31
H 0.701 -0.535 -0.508 0.38
H 0.228 3.953 -1.243 0.29
H 0.446 6.325 -1.858 0.24
H 3.907 6.605 0.331 0.54
H 3.819 4.090 0.953 0.68
H 1.483 8.300 -1.790 0.30
H 3.198 8.180 -1.696 0.40
H 2.335 8.616 -0.288 0.39
C 5.715 2.747 -2.573 -0.79
N 4.557 2.637 -3.468 0.11
C 3.454 1.965 -2.944 -0.70
C 2.198 1.891 -3.617 0.06
C 2.173 2.385 -4.973 0.93
C 3.233 3.246 -5.345 -0.72
C 4.337 3.492 -4.486 -0.55
C 1.071 2.156 -5.949 1.03
C 0.283 1.009 -5.796 -0.46
C -0.724 0.649 -6.712 -0.43
N -0.922 1.426 -7.792 0.03
C -0.225 2.574 -8.011 -0.26
C 0.818 2.907 -7.144 -0.76
C -1.871 0.942 -8.847 -0.87
H 5.282 3.236 -1.701 0.33
H 6.431 3.473 -2.958 0.32
H 6.066 1.721 -2.462 0.33
H 3.672 1.562 -1.966 0.72
H 1.456 1.201 -3.242 0.16
H 3.186 3.828 -6.253 0.37
H 5.170 4.143 -4.707 0.46
H 0.493 0.387 -4.938 0.28
H -1.143 -0.323 -6.496 0.48
H -0.630 3.294 -8.707 0.41
H 1.444 3.755 -7.381 0.39
H -1.417 0.056 -9.290 0.38
H -2.043 1.710 -9.601 0.31
H -2.825 0.632 -8.419 0.35
C -2.554 -12.943 3.328 -0.84
N -2.083 -11.564 2.916 -0.02
C -2.914 -10.837 2.156 -0.56
C -2.444 -9.601 1.795 -0.53
C -1.181 -9.121 2.176 1.39
C -0.346 -9.913 2.997 -0.73
C -0.860 -11.108 3.400 -0.26
C -0.596 -7.873 1.494 1.20
C 0.711 -7.476 1.406 -0.77
C 1.093 -6.322 0.683 -0.04
N 0.226 -5.584 0.047 0.14
C -1.126 -5.895 0.075 -0.37
C -1.564 -7.016 0.865 -0.71
C 0.659 -4.504 -0.935 -1.23
H -1.808 -13.394 3.983 0.26
H -2.738 -13.472 2.393 0.39
H -3.536 -12.912 3.799 0.38
H -3.816 -11.378 1.910 0.53
H -3.151 -9.001 1.241 0.18
H 0.671 -9.628 3.223 0.41
H -0.257 -11.816 3.949 0.36
H 1.467 -7.999 1.972 0.34
H 2.131 -6.028 0.632 0.43
H -1.705 -5.272 -0.590 0.50
H -2.634 -7.156 0.819 0.35
H 1.684 -4.165 -0.786 0.38
H 0.114 -3.594 -0.685 0.37
H 0.474 -4.759 -1.979 0.43
C -4.166 5.085 -0.311 -0.76
N -3.754 4.191 0.803 0.13
C -2.495 3.691 0.811 -0.66
C -2.026 3.000 1.954 -0.16
C -2.861 2.872 3.067 -0.13
C -4.229 3.149 2.904 -0.57
C -4.642 3.887 1.779 -0.22
C -2.291 2.502 4.349 0.89
C -1.779 1.248 4.625 -0.32
C -1.236 0.922 5.809 -0.47
N -1.472 1.706 6.911 0.20
C -2.128 2.877 6.789 -0.33
C -2.524 3.270 5.511 -0.72
C -1.162 1.098 8.226 -0.97
H -5.218 5.350 -0.204 0.28
H -4.040 4.673 -1.312 0.33
H -3.515 5.955 -0.227 0.34
H -1.949 3.973 -0.078 0.49
H -0.997 2.672 1.935 0.58
H -4.947 2.894 3.669 0.55
H -5.577 4.425 1.834 0.36
H -1.645 0.717 3.694 0.51
H -0.630 0.032 5.892 0.45
H -2.263 3.500 7.660 0.46
H -2.938 4.242 5.287 0.54
H -1.365 0.029 8.163 0.37
H -1.789 1.562 8.987 0.38
H -0.114 1.293 8.455 0.34
Cl 1.901 2.731 5.595 -0.72
Cl -1.953 8.018 -1.712 0.00
Cl -1.619 2.452 -2.805 -0.67
Cl 0.914 -1.753 -2.974 -0.75

=====

(6)
82
Properties=species:S:1:pos:R:3:mulliken_charge:R:1 method="wB97M-V/def2-TZVPD" total_charge=-1 e_lumo_ha=0.087 max_force_ev_per_a=0.659 e_above_lowest_ev=0.000 homo_lumo_gap_ha=0.2343
Ti 0.417 -0.428 0.107 -1.88
C 1.472 -4.534 3.937 -1.51
C 1.886 -3.111 4.192 0.94
C 2.201 -2.687 5.474 -0.67
C 2.613 -1.386 5.733 -0.84
C 2.700 -0.489 4.680 -0.98
C 2.381 -0.883 3.390 -0.42
C 1.980 -2.196 3.126 0.55
N 1.706 -2.650 1.833 0.30
C 1.843 -1.776 0.694 -0.81
N 3.204 -1.362 0.538 0.54
C 3.401 -0.212 -0.222 0.19
C 2.253 0.487 -0.651 0.68
C 2.481 1.580 -1.489 0.02
C 3.762 1.985 -1.853 -1.19
C 4.863 1.279 -1.389 -0.76
C 4.703 0.165 -0.578 0.73
C 5.876 -0.648 -0.107 -1.60
N 1.177 -2.172 -0.459 0.78
C 1.790 -2.918 -1.455 0.25
C 2.751 -3.887 -1.138 -0.62
C 3.340 -4.658 -2.125 -0.85
C 2.983 -4.484 -3.454 -0.70
C 2.036 -3.521 -3.775 -0.87
C 1.436 -2.728 -2.805 0.95
C 0.448 -1.663 -3.180 -0.66
H 1.204 -5.027 4.871 0.41
H 2.284 -5.098 3.468 0.31
H 0.614 -4.607 3.267 0.26
H 2.122 -3.399 6.289 0.35
H 2.855 -1.079 6.743 0.39
H 3.006 0.534 4.859 0.44
H 2.442 -0.168 2.580 0.27
H 0.860 -3.195 1.752 0.60
H 3.855 -1.591 1.271 0.56
H 1.643 2.164 -1.855 0.16
H 3.901 2.848 -2.494 0.41
H 5.865 1.584 -1.673 0.32
H 6.808 -0.272 -0.531 0.40
H 5.758 -1.695 -0.399 0.31
H 5.976 -0.627 0.983 0.29
H 3.017 -4.026 -0.098 0.34
H 4.081 -5.401 -1.853 0.40
H 3.438 -5.084 -4.232 0.36
H 1.760 -3.364 -4.812 0.37
H 0.393 -1.554 -4.264 0.42
H 0.750 -0.700 -2.758 0.00
H -0.550 -1.877 -2.794 0.14
Br -1.050 1.716 -1.749 -0.17
C -2.644 1.232 -0.827 0.72
C -3.629 2.167 -0.701 -0.71
C -4.860 1.792 -0.126 -0.56
C -5.075 0.496 0.246 -0.98
C -4.059 -0.481 0.103 1.01
C -4.293 -1.839 0.419 -0.85
C -3.301 -2.760 0.242 -1.11
C -2.011 -2.352 -0.166 -0.26
C -1.690 -1.042 -0.451 -0.13
C -2.774 -0.112 -0.390 0.62
H -3.472 3.176 -1.057 0.41
H -5.639 2.535 -0.012 0.39
H -6.034 0.191 0.649 0.36
H -5.271 -2.129 0.788 0.34
H -3.488 -3.806 0.458 0.39
H -1.228 -3.104 -0.208 0.35
O 0.024 1.357 1.288 -0.96
C -0.491 0.625 2.183 1.95
O -0.402 -0.632 2.090 -0.70
C -1.218 1.224 3.325 -0.13
C -1.164 2.594 3.538 -0.48
C -1.843 3.189 4.601 -1.10
C -2.569 2.352 5.411 1.03
O -3.312 2.679 6.517 -0.51
C -3.945 1.472 6.931 -0.25
O -3.412 0.401 6.166 -0.51
C -2.628 0.985 5.197 0.73
C -1.961 0.383 4.167 -0.98
H -0.585 3.194 2.849 0.50
H -1.805 4.254 4.783 0.43
H -5.023 1.550 6.752 0.25
H -3.737 1.300 7.989 0.24
H -1.988 -0.683 3.988 0.59

=====

(7)
5
Properties=species:S:1:pos:R:3:mulliken_charge:R:1 method="wB97M-V/def2-TZVPD" total_charge=-1 e_lumo_ha=0.131 max_force_ev_per_a=2.390 e_above_lowest_ev=0.107 homo_lumo_gap_ha=0.2282
C 1.294 0.228 0.240 0.72
O 0.819 0.776 -0.645 -0.32
O 1.897 -0.258 1.130 -0.44
S -1.804 -1.005 0.383 -0.69
Cl -2.207 0.260 -1.108 -0.27

=====

(8)
64
Properties=species:S:1:pos:R:3:mulliken_charge:R:1 method="wB97M-V/def2-TZVPD" total_charge=+2 e_lumo_ha=-0.327 max_force_ev_per_a=9.331 homo_lumo_gap_ha=0.1467
P -1.500 -2.345 -0.087 1.73
P 1.538 -2.029 0.937 1.16
C -0.099 -3.190 -0.999 -0.98
C 1.083 -3.539 -0.080 -1.03
H 0.186 -2.457 -1.774 0.36
H -0.532 -4.060 -1.509 0.62
H 0.843 -4.370 0.602 0.39
H 1.972 -3.780 -0.692 0.52
C 2.516 -1.195 -0.360 -1.09
H 2.882 -0.230 0.018 0.39
H 1.902 -1.000 -1.247 0.08
H 3.376 -1.821 -0.667 0.49
C 2.771 -2.393 2.211 -1.16
H 3.618 -2.966 1.810 0.43
H 2.303 -2.952 3.030 0.43
H 3.127 -1.432 2.607 0.41
C -2.568 -2.190 -1.580 -1.22
H -3.564 -1.825 -1.278 0.46
H -2.688 -3.185 -2.029 0.48
H -2.141 -1.500 -2.328 0.20
C -2.455 -3.781 0.557 -1.45
H -2.040 -4.159 1.498 0.44
H -2.464 -4.589 -0.185 0.46
H -3.491 -3.443 0.727 0.47
Ti -0.450 -1.216 1.597 -0.93
C 1.866 1.398 -2.098 -0.25
C 2.203 0.964 -3.338 -0.81
C 1.540 1.176 -4.662 -0.67
C 0.097 1.745 -4.694 -0.68
C -0.797 0.741 -4.072 -0.58
C -1.383 0.826 -2.871 -0.98
C -0.608 1.106 -1.593 1.24
C 0.600 2.066 -1.681 -0.94
C -2.059 -1.792 2.965 -1.20
H 2.670 1.380 -1.350 0.84
H 3.171 0.423 -3.464 0.35
H 1.492 0.179 -5.150 0.33
H 2.184 1.808 -5.303 0.43
H 0.026 2.731 -4.223 0.26
H -0.130 1.858 -5.764 0.39
H -0.883 -0.163 -4.688 0.38
H -2.454 0.647 -2.726 0.80
H -0.264 0.101 -1.265 -1.00
H -1.342 1.453 -0.858 0.24
H 0.347 2.874 -2.389 0.43
H 0.772 2.477 -0.672 0.26
H -1.460 -2.143 3.825 0.42
H -2.850 -2.526 2.767 0.56
H -2.529 -0.805 3.171 0.31
O 0.769 2.052 5.117 -0.61
C 0.264 2.896 4.197 0.38
C 0.256 4.268 4.486 -0.68
C -0.398 5.133 3.621 -0.34
C -1.049 4.689 2.470 -0.84
C -1.055 3.333 2.167 -0.48
C -0.326 2.463 2.971 0.04
C -0.196 1.105 2.538 1.86
O -0.629 0.750 1.353 -0.23
O 0.258 0.195 3.301 -1.09
H 0.693 1.142 4.735 0.44
H 0.695 4.609 5.419 0.48
H -0.426 6.205 3.838 0.40
H -1.584 5.367 1.808 0.43
H -1.605 2.915 1.331 0.47